{
  "formula": "C3H10NO2",
  "method": "ωB97M-V/def2-TZVPD",
  "symbols": ["H", "N", "O", "C", "H", "C", "H", "H", "H", "H", "H", "H", "H", "C", "H", "O"],
  "positions_angstrom": [[2.982083, 1.129867, 0.487621], [-1.852749, -0.086827, -0.487486], [1.242822, -2.149534, 0.720326], [-1.177207, 0.049151, -1.581649], [1.813169, -2.874735, 0.439045], [-0.473609, 1.120662, 1.069818], [-1.657405, -0.284793, -2.493217], [0.410334, 0.672696, 0.614086], [-0.396108, 1.814012, 1.900063], [3.285671, 0.814967, -0.954926], [-0.118666, 0.305742, -1.537990], [-2.582132, 1.035413, 1.185375], [-2.726040, -0.593022, -0.573506], [-1.686497, 0.804368, 0.635579], [0.374552, -2.524295, 0.882266], [2.561781, 0.766328, -0.305404]],
  "atomic_forces_ev_per_a": [[-0.2, -0.1, -0.1], [-0.1, 1.4, -1.3], [0.0, 0.3, -0.2], [-0.1, -1.5, 0.6], [-0.2, 0.0, 0.1], [-0.4, -0.2, -0.2], [0.4, -0.4, -0.1], [0.0, 0.3, 0.2], [0.2, -0.2, -0.1], [-0.5, -0.1, 0.2], [-0.4, 1.0, -0.1], [-0.4, 0.1, -0.4], [-0.4, 0.3, 0.1], [1.2, -0.9, 1.3], [0.1, -0.3, 0.1], [0.6, 0.3, -0.2]],
  "homo_ev": -14.68,
  "e_lumo_ev": -5.617,
  "energy_ev": -8849.6874,
  "charge": 1,
  "fmax_ev_per_a": 2.0,
  "gap_ha": 0.3329
}